Record 1
Density functional theory data (ωB97M-V with the def2-TZVPD basis set) for a structure of composition C20H24N2O6V in a non-equilibrium geometry.

Values from the calculation:
Kohn-Sham gap (alpha / beta) = 6.24 / 6.15 eV
largest force on an atom = 0.0620 hartree/bohr
total energy = -2281.45922 a.u.
LUMO level (alpha / beta) = 0.18 / 0.18 eV
spin multiplicity = 2

Geometry (Å):
V (0.0017, -0.3172, 0.0294)
O (-3.3186, 1.6073, -0.5734)
O (-0.5316, -0.3963, 2.5649)
O (1.4810, 0.1295, 0.9960)
O (-1.5664, 0.2140, -0.7791)
O (2.5606, 1.5811, 2.3656)
O (0.1891, 2.0677, -0.2240)
N (0.0093, -2.1544, -0.1079)
N (-1.4192, 0.0984, 4.5753)
C (-2.2284, -2.6284, 0.7452)
C (-1.5046, -0.0332, 3.2320)
C (-0.2038, -0.3008, 5.2674)
C (0.8638, -2.8847, -0.9568)
C (-2.1364, 1.3789, -0.6276)
C (-2.5764, -4.2610, 2.4869)
C (-1.1375, 2.5368, -0.5293)
C (2.9266, -3.0321, -2.2248)
C (1.3709, -4.8451, -2.2900)
C (-0.8627, -2.8920, 0.7396)
C (0.7121, 2.4049, 1.0621)
C (-2.5405, 0.5437, 5.3880)
C (-2.8435, 0.2556, 2.6025)
C (2.0839, -2.3395, -1.3661)
C (-1.2140, -4.5483, 2.4675)
C (2.5823, -4.2921, -2.6894)
C (0.5231, -4.1560, -1.4385)
C (1.6134, 1.2848, 1.4716)
C (-3.0759, -3.3004, 1.6207)
C (-0.3685, -3.8713, 1.6059)
H (-4.1380, -3.0807, 1.6088)
H (1.2700, 3.3421, 1.0321)
H (-1.0991, 3.0199, -1.5049)
H (2.3792, -1.3660, -0.9908)
H (-3.2396, -4.7911, 3.1598)
H (-1.4830, 3.2615, 0.2052)
H (-2.1814, 0.7267, 6.3976)
H (3.2464, -4.8340, -3.3507)
H (1.0767, -5.8218, -2.6557)
H (-0.1031, 2.5026, 1.7930)
H (-3.1633, 1.2821, 2.7908)
H (-0.4481, -0.9938, 6.0734)
H (0.3106, 0.5653, 5.6894)
H (3.0374, 0.7648, 2.5785)
H (-3.6031, -0.4138, 3.0100)
H (0.4534, -0.7948, 4.5601)
H (0.6934, -4.0883, 1.5944)
H (-3.3357, -0.2037, 5.4359)
H (-2.9664, 1.4718, 5.0104)
H (-0.4262, -4.5887, -1.1496)
H (-2.7773, 0.0935, 1.5335)
H (-2.6232, -1.9059, 0.0414)
H (-0.8132, -5.3074, 3.1288)
H (3.8693, -2.5872, -2.5216)

Here are the Löwdin charges for atoms 1 to 2, given in e:
1. V 0.915
2. O 0.086

Record 2
Density functional theory data (ωB97M-V with the def2-TZVPD basis set) for a structure of composition C20H24N2O6Y in a non-equilibrium geometry.

Values from the calculation:
charge = +1
Kohn-Sham gap = 7.53 eV
largest force on an atom = 0.1012 hartree/bohr
total energy = -1375.68967 a.u.
LUMO level = -2.96 eV

Geometry (Å):
Y (-0.0029, 0.5046, 0.6399)
O (0.0561, 1.3181, -1.6935)
O (-2.3830, 0.5004, 1.4233)
O (-2.2489, -3.3110, 1.6947)
O (-1.3848, 2.5745, 0.1620)
O (1.3887, 1.6646, 1.3114)
O (-0.5536, -1.4375, 0.9956)
N (1.6438, -0.7079, -0.0089)
N (1.3354, -2.0449, -0.1585)
C (0.1925, -2.3551, 0.3954)
C (5.1101, 2.6367, -0.2290)
C (4.5749, 1.4001, -0.4935)
C (2.5817, 1.9452, 0.7927)
C (3.3093, 1.0234, -0.0111)
C (-2.6214, 2.8279, 0.8236)
C (4.3936, 3.5396, 0.5580)
C (-0.6962, 0.7488, -2.7716)
C (-2.7174, 1.7888, 1.9317)
C (0.0794, -6.0171, -0.4092)
C (-1.1125, -6.3997, 0.2048)
C (0.0791, 2.7503, -1.6751)
C (-1.4625, -4.1504, 0.9837)
C (-1.8722, -5.4786, 0.8927)
C (-1.1878, 3.3057, -1.0428)
C (-0.2681, -3.7470, 0.3538)
C (0.4902, -4.7066, -0.3329)
C (2.8437, -0.3152, -0.2752)
C (3.1580, 3.1950, 1.0619)
C (-3.4425, -0.1296, 0.6944)
H (2.5992, 3.8698, 1.6982)
H (-0.4578, -0.3127, -2.7977)
H (-3.7139, 1.7861, 2.3753)
H (-1.4448, -7.4279, 0.1502)
H (-3.1513, -1.1627, 0.5264)
H (-1.0637, 4.3716, -0.8376)
H (-4.3612, -0.1140, 1.2816)
H (4.8151, 4.5101, 0.7843)
H (-1.7943, -2.4545, 1.7369)
H (6.0855, 2.8981, -0.6152)
H (-0.4004, 1.2048, -3.7161)
H (5.1298, 0.6835, -1.0874)
H (3.5444, -1.0423, -0.6833)
H (-1.7711, 0.8798, -2.6263)
H (-1.9811, 2.0053, 2.7082)
H (1.4090, -4.3806, -0.7988)
H (0.6758, -6.7473, -0.9382)
H (-2.7955, -5.7570, 1.3840)
H (-3.4468, 2.7232, 0.1130)
H (-2.6421, 3.8371, 1.2404)
H (-3.6158, 0.3632, -0.2661)
H (0.2086, 3.1467, -2.6826)
H (0.9435, 3.0228, -1.0686)
H (-2.0542, 3.1739, -1.6990)

Here are the Löwdin charges for atoms 1 to 2, given in e:
1. Y 1.598
2. O -0.277

Record 3
Density functional theory data (ωB97M-V with the def2-TZVPD basis set) for the molecule C20H24N2OS.

Values from the calculation:
Kohn-Sham gap = 8.78 eV
largest force on an atom = 0.0117 hartree/bohr
total energy = -1359.46256 a.u.
LUMO level = 0.70 eV
SMILES = O=C1CCN(Cc2ccccc2)CCN1CCSc1ccccc1

Geometry (Å):
S (-0.1080, 2.9345, -0.6508)
O (-1.2238, -0.2245, -2.2442)
N (0.9387, 0.2272, -1.8026)
N (1.4865, -0.7826, 1.2067)
C (-3.1951, 2.9252, -3.2703)
C (-1.9472, 3.1440, -2.7158)
C (0.0976, -0.9980, 0.8692)
C (0.8450, -4.0723, 4.8975)
C (-0.1863, -1.5428, -0.5455)
C (-4.1801, 2.2779, -2.5456)
C (2.1286, 0.2212, 0.3945)
C (1.7476, -2.7384, 2.6287)
C (1.5168, -2.0429, 3.8097)
C (-0.2160, -0.4606, -1.6041)
C (2.1774, -0.0772, -1.1174)
C (2.2488, -2.0000, 1.4142)
C (-2.6700, 2.0528, -0.6975)
C (-1.6823, 2.6921, -1.4330)
C (0.9228, 1.3461, -2.7155)
C (1.0844, 2.6932, -2.0150)
C (1.0656, -2.7049, 4.9361)
C (1.0734, -4.7715, 3.7257)
C (1.5193, -4.1062, 2.5960)
C (-3.9169, 1.8500, -1.2554)
H (-3.3953, 3.2658, -4.2759)
H (2.9613, 0.5280, -1.5768)
H (0.4938, -4.5904, 5.7776)
H (1.6849, -0.9769, 3.8266)
H (0.5470, -2.3068, -0.8110)
H (0.9003, -5.8372, 3.6880)
H (-2.4504, 1.7130, 0.3035)
H (3.1503, 0.3490, 0.7623)
H (3.2899, -1.7071, 1.5896)
H (1.7248, 1.2353, -3.4559)
H (-1.1910, 3.6632, -3.2861)
H (-4.6810, 1.3439, -0.6844)
H (-5.1504, 2.1057, -2.9869)
H (2.4394, -1.1292, -1.2761)
H (0.8865, -2.1549, 5.8484)
H (0.9843, 3.5080, -2.7315)
H (-0.3056, -1.7014, 1.6022)
H (-1.1730, -2.0075, -0.5549)
H (1.6921, -4.6581, 1.6822)
H (1.5886, 1.1606, 0.5477)
H (-0.0427, 1.3082, -3.2285)
H (-0.4236, -0.0441, 0.9927)
H (2.0555, 2.7759, -1.5262)
H (2.2415, -2.6838, 0.5483)

Here are the Löwdin charges for atoms 1 to 2, given in e:
1. S 0.946
2. O 0.060

Record 4
Density functional theory data (ωB97M-V with the def2-TZVPD basis set) for a structure of composition C20H24N2Sr in a non-equilibrium geometry.

Values from the calculation:
Kohn-Sham gap (alpha / beta) = 4.87 / 2.52 eV
largest force on an atom = 0.0820 hartree/bohr
total energy = -916.44539 a.u.
LUMO level (alpha / beta) = -1.08 / -1.92 eV

Geometry (Å):
Sr (0.9803, 0.3453, 0.1313)
N (1.9439, 2.2814, -0.5931)
N (1.9320, -0.1589, -1.9731)
C (3.3644, 3.4120, -2.0969)
C (2.6614, 2.2332, -1.7630)
C (3.0428, 0.6734, -3.8826)
C (3.4594, 4.4793, -1.1669)
C (2.7892, -0.8545, 1.7928)
C (1.7105, -1.3743, -2.5455)
C (-0.7443, -2.5226, 2.4461)
C (-3.4124, -0.5544, 0.3043)
C (-2.2754, -0.3849, -0.5458)
C (2.7906, 4.4115, 0.0928)
C (2.3392, -1.6788, -3.7783)
C (1.9702, 3.2983, 0.3197)
C (-5.7783, -0.4280, 0.8831)
C (-4.7182, 0.0541, 0.1355)
C (-5.6611, -1.4665, 1.8381)
C (3.0225, -0.6262, -4.4361)
C (-3.3101, -1.4675, 1.4012)
C (-4.3901, -1.9506, 2.1234)
C (-1.1937, -1.2452, 3.3300)
C (2.5941, 0.9080, -2.5646)
H (-0.8433, -0.2622, 2.9531)
H (0.9861, -2.0550, -1.9938)
H (-6.7645, -0.0297, 0.7217)
H (-4.2035, -2.6594, 2.9015)
H (-6.5081, -1.8626, 2.3860)
H (3.7658, 3.4859, -3.1197)
H (-2.2314, -1.1798, 3.7222)
H (2.4676, -1.7669, 2.3346)
H (-4.8991, 0.8637, -0.6183)
H (3.3869, 1.5513, -4.4459)
H (2.8311, 5.2524, 0.8322)
H (1.3035, 3.1175, 1.2056)
H (-0.6384, -1.5671, 4.2380)
H (-2.0152, 0.6320, -0.8715)
H (-2.2592, -1.7686, 1.5666)
H (-1.2088, -3.0409, 3.3145)
H (3.0799, -0.0212, 2.4811)
H (0.2959, -2.3282, 2.2873)
H (4.0586, 5.3673, -1.3718)
H (2.2562, -2.6960, -4.2071)
H (-1.1477, -3.2329, 1.6977)
H (3.5232, -0.8632, -5.3887)
H (3.5220, -1.0516, 0.9624)
H (-1.8747, -1.2694, -1.0401)

Here are the Löwdin charges for atoms 1 to 2, given in e:
1. Sr 1.354
2. N -0.175

Record 5
Density functional theory data (ωB97M-V with the def2-TZVPD basis set) for a structure of composition C20H24N3O3PdS2SeSi.

Values from the calculation:
charge = -2
Kohn-Sham gap (alpha / beta) = 2.91 / 6.41 eV
largest force on an atom = 0.0152 hartree/bohr
total energy = -4781.67698 a.u.
LUMO level (alpha / beta) = 4.50 / 4.48 eV
spin multiplicity = 4

Geometry (Å):
Pd (0.6070, -1.5448, 0.8308)
Se (-1.4537, -3.1715, 0.6863)
S (0.7437, 0.5994, 2.8657)
S (2.1636, -3.3239, 0.3846)
Si (-3.0086, -1.7235, -0.0093)
O (-0.1844, -0.5535, 2.8936)
O (1.1179, 1.1290, 4.1671)
O (0.6667, -1.5380, -1.3453)
N (0.8032, -2.7596, -1.8260)
N (3.6971, 0.0894, 0.5454)
N (1.9839, -0.1303, 2.0537)
C (4.3064, 2.6541, 1.4083)
C (4.6856, 0.7889, 0.0043)
C (1.6716, -4.9512, -1.7750)
C (1.1052, -5.2156, -2.9975)
C (1.5155, -3.7070, -1.1391)
C (-0.5905, 4.1739, 1.6726)
C (-0.0519, 3.1725, 2.4297)
C (5.0387, 2.0749, 0.3723)
C (3.2883, 1.9516, 2.0088)
C (-2.5968, -1.0038, -1.7154)
C (-3.2620, -0.3058, 1.2179)
C (-0.2310, 1.6452, 0.5379)
C (-1.5073, 5.0859, -0.5166)
C (-4.6639, -2.6219, -0.2307)
C (0.2106, -3.0174, -3.0085)
C (0.1338, 1.8617, 1.9065)
C (-0.7751, 2.6714, -0.1971)
C (-1.0032, 3.9563, 0.3238)
C (0.3459, -4.2284, -3.6315)
C (2.9719, 0.6474, 1.5384)
H (-4.2569, -0.3550, 1.6721)
H (-5.0109, -3.0276, 0.7218)
H (-1.0407, 2.4642, -1.2320)
H (0.2356, 3.3611, 3.4575)
H (-1.9958, 4.7204, -1.4245)
H (-3.2902, -0.1948, -1.9693)
H (-0.7103, 5.7766, -0.8422)
H (-5.4292, -1.9378, -0.6107)
H (-4.5576, -3.4503, -0.9340)
H (-0.1456, -4.3978, -4.5784)
H (-0.7200, 5.1583, 2.1168)
H (2.2377, -5.6987, -1.2380)
H (-1.5817, -0.6036, -1.7278)
H (4.5391, 3.6569, 1.7515)
H (1.2308, -6.1893, -3.4546)
H (5.2308, 0.2844, -0.7916)
H (-2.6728, -1.7797, -2.4824)
H (2.7301, 2.3752, 2.8301)
H (-2.2416, 5.7019, 0.0182)
H (-2.5135, -0.3454, 2.0095)
H (-0.3616, -2.1830, -3.3834)
H (-0.0878, 0.6926, 0.0351)
H (-3.1593, 0.6680, 0.7305)
H (5.8428, 2.5981, -0.1299)

Here are the Löwdin charges for atoms 1 to 2, given in e:
1. Pd 0.591
2. Se 0.233

Record 6
Density functional theory data (ωB97M-V with the def2-TZVPD basis set) for a structure of composition C20H24N4O7PRuSTe in a non-equilibrium geometry.

Values from the calculation:
Kohn-Sham gap (alpha / beta) = 7.38 / 6.58 eV
largest force on an atom = 0.0496 hartree/bohr
total energy = -2624.79580 a.u.
LUMO level (alpha / beta) = -0.47 / -1.19 eV
spin multiplicity = 2

Geometry (Å):
Te (1.7338, -2.0624, 1.6856)
Ru (-0.5596, -1.1869, 0.6555)
S (-0.9243, 1.4423, 2.5892)
P (2.0638, -1.1388, -0.4917)
O (0.8517, -0.2928, -0.7803)
O (-2.2101, -4.2969, 2.6262)
O (-1.9625, 1.8229, 3.5094)
O (2.0810, -2.3069, -1.5964)
O (3.3850, -0.2968, -0.7051)
O (0.1786, 0.6667, 3.0779)
O (-1.8154, -2.2025, 1.9131)
N (-1.9630, -0.6032, -0.9325)
N (-1.4624, 0.6601, 1.2713)
N (-0.7678, -3.0565, -0.2682)
N (-0.9116, -4.0075, 0.7877)
C (-3.3854, 2.1756, 0.8938)
C (-3.7967, 0.8553, -1.5450)
C (-3.8802, 0.1865, -2.7836)
C (3.0795, -3.3467, -1.5040)
C (-2.9814, -0.7992, -3.0826)
C (2.3899, -4.6914, -1.5110)
C (-0.2368, 2.9451, 1.9248)
C (0.6738, 2.8569, 0.8792)
C (-2.0315, -1.1650, -2.1179)
C (-1.7334, -3.4884, 1.8645)
C (-0.6024, 4.1694, 2.4571)
C (-2.5542, 1.1168, 0.5753)
C (0.8752, 5.2525, 0.9005)
C (-0.0370, 5.3286, 1.9418)
C (4.6424, -0.5607, -0.0479)
C (-4.4154, 2.5593, 0.0174)
C (1.2293, 4.0180, 0.3679)
C (-4.6298, 1.9337, -1.1796)
C (-2.7935, 0.4320, -0.6474)
C (5.3054, 0.7597, 0.2581)
H (-5.4123, 2.2544, -1.8544)
H (-5.0477, 3.3892, 0.3060)
H (-0.3134, 6.2904, 2.3539)
H (3.7509, -3.2231, -2.3534)
H (-2.9871, -1.3066, -4.0364)
H (1.7583, -4.7903, -2.3951)
H (4.4546, -1.1228, 0.8710)
H (-4.6410, 0.4818, -3.4954)
H (1.9363, 3.9611, -0.4498)
H (5.4786, 1.3234, -0.6578)
H (1.3105, 6.1581, 0.4977)
H (4.6760, 1.3512, 0.9224)
H (3.6551, -3.2290, -0.5808)
H (6.2635, 0.5856, 0.7483)
H (1.7824, -4.8078, -0.6098)
H (-1.6455, -2.9909, -0.7802)
H (-1.2774, -4.8926, 0.4606)
H (5.2491, -1.1711, -0.7189)
H (0.9316, 1.8890, 0.4659)
H (-1.2929, -1.9215, -2.3563)
H (3.1258, -5.4953, -1.5261)
H (-0.0214, -3.3158, -0.9087)
H (-3.2524, 2.7022, 1.8256)
H (-1.3167, 4.2017, 3.2686)

Here are the Löwdin charges for atoms 1 to 2, given in e:
1. Te 0.781
2. Ru 1.059